#1
2 unconnected molecules or ions with the total composition C3H10N3, computed with the ωB97M-V functional and the def2-TZVPD basis.

Values from the calculation:
* Kohn-Sham gap: 7.680 eV
* LUMO energy: -5.33 eV

Geometry as ORCA input:
```
! RIJCOSX wB97M-V def2-TZVPD def2/J DEFGRID3
* xyz 1 1
C 1.82601 -0.52813 0.84859
C 0.15079 0.85815 2.01102
N 1.38270 0.41860 1.91241
H 2.43617 -1.31004 1.31327
H 2.47921 -0.01646 0.12089
H 0.92878 -0.94361 0.40091
H -0.43210 0.68626 1.10748
H -0.11252 1.34449 2.95340
H 1.80821 0.25013 2.78582
N -1.13800 0.82911 -2.45542
C -1.48805 -0.43878 -1.88405
N -1.60264 -0.75484 -0.65105
H -1.54985 0.90423 -3.35085
H -1.20093 1.64628 -1.81852
H -1.56534 -1.22883 -2.66187
H -1.92244 -1.71656 -0.63202
*
```

---

#2
A gas-phase ion, C3H10N3 (charge +1), computed with the ωB97M-V functional and the def2-TZVPD basis.

Values from the calculation:
* Kohn-Sham gap: 11.044 eV
* SMILES string: CNNC(C)=[NH2+]
* LUMO energy: -3.37 eV

Geometry as ORCA input:
```
! RIJCOSX wB97M-V def2-TZVPD def2/J DEFGRID3
* xyz 1 1
C -2.10204 -0.07749 0.54109
N -1.37046 -0.15694 -0.73039
N -0.17596 0.62548 -0.71647
C 0.88699 -0.03684 -0.10565
C 2.18650 0.69649 0.06940
N 0.67150 -1.29200 0.21677
H -2.17242 0.90846 0.78291
H -2.99079 -0.68713 0.47941
H -1.51032 -0.65466 1.19524
H -1.94786 0.16910 -1.51081
H -0.18709 1.64527 -0.92433
H 2.88722 0.34325 -0.64652
H 2.70930 0.26979 0.88462
H 1.96054 1.75244 0.06158
H 1.51370 -1.77964 0.30986
H -0.35880 -1.72555 0.09326
*
```

---

Preferred: #2; penalty for the next structure: 0.0029 hartree.

---

#1
A gas-phase ion, C3H10N3 (charge +1), computed with the ωB97M-V functional and the def2-TZVPD basis.

Values from the calculation:
* Kohn-Sham gap: 10.856 eV
* SMILES string: CN1[C@H](N)[C@@H]1[NH3+]
* LUMO energy: -3.18 eV

Geometry as ORCA input:
```
! RIJCOSX wB97M-V def2-TZVPD def2/J DEFGRID3
* xyz 1 1
C 0.75177 0.85316 -1.76474
N 0.39519 0.22811 -0.54179
C -0.37770 0.87511 0.54578
N 0.28601 0.74163 1.78788
C -0.78479 -0.39053 -0.18843
N -0.42287 -1.88320 0.68530
H 1.23374 1.87662 -1.55218
H 1.54613 0.27516 -2.29731
H -0.14761 1.00870 -2.58302
H -0.95975 1.66537 0.21806
H -0.19029 1.24174 2.59656
H 1.29248 0.87211 1.70958
H -1.63199 -0.37470 -0.73127
H 0.10829 -2.39790 0.02115
H -1.34259 -2.33312 0.78684
H 0.08883 -1.27815 1.56246
*
```

---

#2
A gas-phase ion, C3H10N3 (charge +1), computed with the ωB97M-V functional and the def2-TZVPD basis.

Values from the calculation:
* Kohn-Sham gap: 10.745 eV
* SMILES string: CN(C=[NH2+])CN
* LUMO energy: -3.31 eV

Geometry as ORCA input:
```
! RIJCOSX wB97M-V def2-TZVPD def2/J DEFGRID3
* xyz 1 1
C -0.31999 -1.76618 0.77297
N 0.07267 -0.53907 -0.01484
C 1.29802 -0.23735 -0.02580
N 1.79705 0.98534 -0.21810
C -1.02914 0.28201 -0.57654
N -1.02158 1.60062 -0.04749
H -0.54933 -1.49928 1.77904
H -1.09336 -2.20184 0.21594
H 0.39873 -2.52300 0.86065
H 1.96458 -1.05712 0.16041
H 1.49264 1.90548 -0.63544
H 2.74851 0.88382 -0.45066
H -1.97913 -0.27209 -0.28695
H -0.99823 0.30194 -1.62901
H -1.45221 1.84415 0.80004
H -1.32922 2.29256 -0.70422
*
```

---

#3
A molecular structure, C3H10N3, computed with the ωB97M-V functional and the def2-TZVPD basis.

Values from the calculation:
* Kohn-Sham gap: 8.240 eV
* LUMO energy: -3.15 eV

Geometry as ORCA input:
```
! RIJCOSX wB97M-V def2-TZVPD def2/J DEFGRID3
* xyz 1 1
C -0.42799 1.42542 0.35375
C -0.97768 -1.24842 -0.27296
C 1.26263 -0.08583 -0.45795
N 0.50447 1.03394 -0.51897
N -1.59500 -0.14654 0.20854
N 1.82819 -0.76723 0.56167
H -1.04355 2.27902 0.00424
H -0.38509 1.34291 1.39067
H -0.55234 -1.93310 0.33414
H -0.92413 -1.37656 -1.26299
H 1.56345 -0.44511 -1.40597
H 0.33950 1.47726 -1.46545
H -2.25223 0.27647 -0.30707
H 2.63223 -1.21920 0.15371
H -1.79874 -0.15267 1.21444
H 1.82629 -0.46035 1.47021
*
```

---

Preferred: #2; penalty for the next structure: 0.0832 hartree.

---

#1
A gas-phase ion, C11H15IN (charge +1), computed with the ωB97M-V functional and the def2-TZVPD basis.

Values from the calculation:
* Kohn-Sham gap: 8.493 eV
* SMILES string: C[C@@]1([NH3+])[C@H](I)[C@@]1(C)c1ccccc1
* LUMO energy: -3.14 eV

Geometry as ORCA input:
```
! RIJCOSX wB97M-V def2-TZVPD def2/J DEFGRID3
* xyz 1 1
C 0.25649 1.18923 2.03632
C 1.17929 0.65154 0.95318
N 1.99656 1.83534 0.48309
C 1.99990 -0.61652 0.84157
I 3.94211 -0.68320 0.06950
C 0.62986 -0.13961 -0.32198
C 1.03104 0.36742 -1.73110
C -0.59687 -0.91482 -0.22840
C -0.92181 -1.51719 0.96249
C -2.11715 -2.10761 1.07358
C -3.10736 -1.89506 0.10697
C -2.75705 -1.37444 -1.12003
C -1.48472 -0.88740 -1.25546
H -0.23909 0.33548 2.54348
H -0.39243 1.82150 1.39207
H 0.84024 1.85503 2.76423
H 1.32508 2.60746 0.80772
H 2.36179 1.62986 -0.48981
H 2.80096 1.89759 1.12447
H 1.69422 -1.51516 1.26114
H 0.79379 -0.40316 -2.48067
H 2.05038 0.60828 -1.83097
H 0.51003 1.32324 -2.09141
H -0.28048 -1.64638 1.75608
H -2.46025 -2.62220 2.02143
H -4.12391 -2.18168 0.26050
H -3.48965 -1.27101 -1.83941
H -1.14765 -0.39624 -2.17854
*
```

---

#2
A gas-phase ion, C11H15IN (charge +1), computed with the ωB97M-V functional and the def2-TZVPD basis.

Values from the calculation:
* Kohn-Sham gap: 9.233 eV
* SMILES string: C[N@@H+]1Cc2ccccc2C[C@@]1(C)I
* LUMO energy: -3.56 eV

Geometry as ORCA input:
```
! RIJCOSX wB97M-V def2-TZVPD def2/J DEFGRID3
* xyz 1 1
C -0.65810 -1.85945 -2.30483
N -0.31430 -1.26144 -1.01243
C -1.08195 0.00294 -0.74446
C -0.90816 0.57413 0.63498
C -1.72465 1.63532 1.02276
C -1.50421 2.40074 2.13782
C -0.39328 1.99220 2.93178
C 0.41020 0.95413 2.58098
C 0.21619 0.26423 1.37923
C 1.29256 -0.65790 0.85606
C 1.13675 -1.07202 -0.77779
C 1.79073 -0.00445 -1.66845
I 2.21567 -3.02084 -1.05895
H -0.57676 -1.27467 -3.22340
H 0.05158 -2.66824 -2.51403
H -1.74813 -2.09399 -2.39490
H -0.69499 -1.79760 -0.14857
H -2.25467 -0.18384 -0.82772
H -0.80462 0.73266 -1.46137
H -2.58779 1.95969 0.49675
H -2.36497 2.99351 2.24851
H -0.10845 2.65308 3.78256
H 1.21133 0.79872 3.33758
H 2.20292 -0.19415 0.72413
H 1.39356 -1.53584 1.47505
H 1.63925 -0.15128 -2.72107
H 2.77131 -0.10956 -1.40777
H 1.39300 0.92391 -1.34248
*
```

---

Preferred: #2; penalty for the next structure: 0.0427 hartree.

---

#1
A gas-phase ion, C3H5N2O (charge +1), computed with the ωB97M-V functional and the def2-TZVPD basis.

Values from the calculation:
* Kohn-Sham gap: 9.271 eV
* SMILES string: C=NC#[N+]CO
* LUMO energy: -6.29 eV

Geometry as ORCA input:
```
! RIJCOSX wB97M-V def2-TZVPD def2/J DEFGRID3
* xyz 1 1
C 2.74374 -0.31845 0.14311
N 1.62893 0.22915 -0.02761
C 0.41652 0.32317 -0.23770
N -0.60689 0.91475 -0.09815
C -1.93649 0.45251 0.05138
O -1.85526 -0.90623 0.13258
H 2.96839 -1.34035 -0.15162
H 3.52210 0.26891 0.62882
H -2.56534 0.88036 -0.74246
H -2.29050 0.82780 1.02603
H -2.02519 -1.33162 -0.72439
*
```

---

#2
A molecular structure, C3H5N2O, computed with the ωB97M-V functional and the def2-TZVPD basis.

Values from the calculation:
* Kohn-Sham gap: 8.657 eV
* LUMO energy: -6.55 eV

Geometry as ORCA input:
```
! RIJCOSX wB97M-V def2-TZVPD def2/J DEFGRID3
* xyz 1 1
C -2.13577 0.88592 -0.37116
C 2.50656 -0.35077 -0.25987
C -0.01097 -0.26227 -0.15337
N -1.06178 0.32699 -0.52709
N 1.24400 -0.36995 -0.45067
O -0.25924 -1.18027 1.44997
H -2.09607 1.63058 0.42000
H -3.00851 0.67982 -1.09164
H 2.97170 0.39014 0.35896
H 3.02827 -0.76942 -1.08749
H -1.17818 -0.98077 1.71234
*
```

---

Preferred: #1; penalty for the next structure: 0.0813 hartree.

---

#1
A single C2H7N3OS molecule, computed with the ωB97M-V functional and the def2-TZVPD basis.

Values from the calculation:
* Kohn-Sham gap: 9.197 eV
* SMILES string: CN/C(=N\O)NS
* LUMO energy: 0.81 eV

Geometry as ORCA input:
```
! RIJCOSX wB97M-V def2-TZVPD def2/J DEFGRID3
* xyz 0 1
C -0.73847 0.26428 1.72355
N -0.82552 -0.12623 0.31613
C 0.24367 0.10614 -0.46565
N 0.28102 0.73411 -1.60609
O -1.06342 0.92650 -2.05941
N 1.48172 -0.26393 0.03830
S 1.81369 -1.97335 0.27948
H -1.65794 -0.00282 2.21582
H 0.06607 -0.20740 2.23876
H -0.59585 1.36546 1.75101
H -1.69084 0.04476 -0.14750
H -0.97552 1.29087 -2.94320
H 2.21720 0.24403 -0.39527
H 1.44418 -2.40241 -0.94594
*
```

---

#2
A molecular structure, C2H7N3OS, computed with the ωB97M-V functional and the def2-TZVPD basis.

Values from the calculation:
* Kohn-Sham gap: 9.741 eV
* LUMO energy: 0.59 eV

Geometry as ORCA input:
```
! RIJCOSX wB97M-V def2-TZVPD def2/J DEFGRID3
* xyz 0 1
C 1.26695 1.45954 0.90233
C -0.09491 -0.34757 -0.29262
H 1.80246 1.53172 2.17973
H 0.27674 2.31044 0.93566
H 2.35297 1.99527 0.11501
H -0.88032 -2.14123 -1.06328
H 1.45289 -2.11577 0.11468
H -1.23105 1.53328 -0.82817
H -2.41554 -0.33832 -0.30926
N 1.04939 0.06287 0.29467
N -0.73117 -1.65165 -0.18842
N -0.92567 0.50763 -1.08664
O -2.28591 0.05551 -1.16499
S 0.36317 -2.86173 0.39129
*
```

---

Preferred: #1; penalty for the next structure: 0.1706 hartree.